# 1
{
  "formula": "C21H23N3O2",
  "method": "the ωB97M-V functional and the def2-TZVPD basis",
  "de_lowest_kj_mol": 53.7,
  "e_homo_ev": -8.733,
  "largest_force_ev_per_a": 0.92,
  "elements": ["H", "C", "C", "H", "C", "H", "H", "H", "C", "H", "N", "C", "H", "O", "C", "O", "C", "C", "N", "H", "C", "C", "H", "C", "H", "C", "C", "H", "C", "H", "C", "C", "H", "H", "H", "H", "C", "C", "H", "H", "N", "C", "C", "C", "H", "H", "H", "H", "H"],
  "coordinates": [[4.9369, -3.7180, 0.7426], [5.2373, -2.7370, 1.1068], [-1.0162, 4.5304, 0.8311], [-2.9026, -0.5016, -2.3333], [5.1605, 0.2042, -1.0989], [-4.5286, -3.7346, 2.2619], [5.7137, 0.5913, -1.9522], [-5.8368, -2.1128, 0.9414], [0.0947, 2.0290, 0.2537], [4.4031, -0.7594, 1.3331], [2.2749, -0.8966, -0.4419], [-4.1868, -1.5560, -0.2975], [3.9544, -1.0027, -2.4028], [-3.2226, 1.5077, -1.1311], [4.5047, -1.1216, -1.4653], [2.7153, 0.8272, 0.9807], [0.5820, 0.7191, -0.1020], [-2.0656, 1.3426, -0.7918], [-1.4172, 0.1472, -1.0548], [6.0948, -2.4037, 0.5287], [-2.8440, -1.7539, -0.5863], [-4.7910, -2.2699, 0.7229], [5.5476, -2.8382, 2.1437], [0.2978, 4.2374, 1.1917], [5.8550, 0.0806, -0.2728], [4.0848, -1.7463, 1.0048], [3.5160, -1.6601, -0.4143], [-2.7977, 3.7748, -0.1085], [0.8509, 3.0088, 0.9100], [-1.4544, -1.5566, -2.2220], [1.9749, 0.2395, 0.2145], [-4.0566, -3.1791, 1.4650], [-1.4346, 5.4995, 1.0585], [1.8644, 2.7804, 1.1954], [5.2754, -1.8759, -1.6334], [-4.7522, -0.8338, -0.8665], [-1.7769, 3.5830, 0.1854], [-2.1085, -2.6598, 0.1673], [4.4145, 0.9376, -0.8091], [-1.0581, -2.8009, -0.0446], [-0.1692, -0.1353, -0.7245], [-2.1648, -0.9455, -1.6622], [-1.2332, 2.3319, -0.1102], [-2.7132, -3.3709, 1.1880], [0.8907, 4.9844, 1.6986], [-2.1355, -4.0743, 1.7695], [3.2762, -2.0650, 1.6669], [1.5393, -1.2369, -1.0443], [3.2381, -2.6767, -0.7255]]
}

# 2
{
  "formula": "C6H9IN",
  "method": "the ωB97M-V functional and the def2-TZVPD basis",
  "charge": 1,
  "de_lowest_kj_mol": 0.0,
  "e_homo_ev": -14.289,
  "largest_force_ev_per_a": 4.06,
  "elements": ["H", "C", "C", "H", "C", "H", "H", "C", "H", "H", "H", "H", "N", "I", "C", "C", "H"],
  "coordinates": [[-0.8408, -1.5442, -2.3093], [0.6566, -0.3308, 0.4580], [-0.7481, -1.1884, -1.1867], [-1.7945, -0.9504, -1.0583], [1.3930, 0.4701, 1.3779], [1.5038, 1.5090, 1.0879], [-1.9935, 1.4417, -0.0623], [-0.0956, 0.1320, -0.7178], [0.6778, 0.3168, -1.5258], [-0.9822, 1.9660, -1.5156], [-0.2375, 2.2862, -0.1753], [2.2418, 0.2272, 2.0304], [-0.2448, -2.2138, -0.4233], [-0.1947, 0.6292, 2.8955], [-0.9098, 1.3946, -0.5669], [0.5141, -1.7810, 0.5181], [1.0544, -2.3644, 1.1735]]
}

- What is the formula in the first record?
  C21H23N3O2